(1)
ORCA calculation (ωB97M-V/def2-TZVPD) on C27H20BrClN4O6V as an isolated structure.

Each line ends with the Mulliken spin population.
Element x y z (Å)
C  1.240  2.270  -1.666  0.020
Cl  2.770  -2.744  6.103  0.000
H  -4.850  0.552  1.601  0.000
C  2.013  -1.324  1.881  0.004
H  3.967  0.362  -1.978  0.000
N  -1.674  0.487  -0.721  -0.021
O  -0.189  0.862  1.676  -0.011
C  2.361  1.547  -2.397  -0.002
C  -0.546  -0.014  -4.160  -0.004
C  0.107  2.780  0.322  0.007
H  3.014  2.358  -2.731  0.000
C  -1.949  -1.268  1.512  -0.010
H  2.000  -2.256  -4.331  0.000
C  2.075  -3.102  3.511  0.002
H  1.938  1.108  -3.309  0.000
H  0.749  3.652  0.445  -0.002
N  3.036  0.523  -1.615  0.004
C  1.247  -1.599  -3.921  -0.005
C  2.666  -0.870  4.157  0.002
V  0.254  -0.048  0.128  1.039
H  1.815  -1.975  -1.852  0.001
C  2.456  -0.422  2.856  0.000
Br  -5.856  -0.723  4.070  0.000
H  0.524  -0.916  -5.809  0.000
C  -0.222  2.201  1.674  0.004
O  -0.519  2.850  2.640  0.003
N  0.760  1.751  -0.485  -0.025
H  -3.504  -2.491  4.278  0.000
H  -1.460  -2.803  2.919  0.001
N  0.230  -0.701  -1.965  -0.007
C  2.486  -2.199  4.479  -0.003
H  2.728  1.656  3.478  0.000
C  -3.337  -1.888  3.395  -0.004
C  -1.418  0.829  -4.893  0.004
H  -2.959  2.284  -4.801  0.000
H  1.474  -3.343  1.464  0.000
O  1.716  -0.946  0.618  -0.017
O  -0.866  -1.467  0.803  -0.009
H  -3.716  0.679  -0.610  0.000
C  -2.440  1.581  -2.830  0.004
H  -0.822  3.144  -0.131  -0.002
C  -4.290  -0.932  3.025  0.007
C  -2.317  1.620  -4.238  -0.003
H  1.932  -4.142  3.772  0.000
C  -2.926  -0.310  1.150  0.011
O  3.064  1.456  1.510  -0.001
C  -0.629  -0.001  -2.762  -0.008
C  -1.628  0.758  -2.105  0.000
O  0.855  3.338  -2.116  -0.008
C  2.760  1.002  2.587  -0.002
H  -3.176  2.202  -2.335  0.000
H  -1.349  0.849  -5.973  0.000
H  2.979  -0.164  4.916  0.000
C  0.431  -0.862  -4.731  0.008
C  -2.798  0.362  -0.111  -0.001
C  -4.102  -0.170  1.905  -0.004
C  -2.202  -2.065  2.644  0.006
H  3.129  0.811  -0.645  0.001
C  1.135  -1.468  -2.522  0.024
C  1.832  -2.661  2.223  -0.003

* multiplicity: 2
* expectation value of S²: 0.761
* DFT total energy: -5689.72207 Eh
* LUMO level (spin up / spin down): -1.1070 / -1.0721 eV
* total charge: 0


(2)
ORCA calculation (ωB97M-V/def2-TZVPD) on an isolated ion of composition C4H10N3O2 and charge +1.

Each line ends with the natural charge from an NBO analysis.
Element x y z (Å)
H  -2.214  -0.864  -0.896  0.185
H  -1.971  -0.960  1.600  0.230
H  -1.770  -2.536  -0.454  0.203
H  -1.648  0.974  0.244  0.408
H  -0.511  -0.905  -2.294  0.399
N  -0.370  -1.292  -1.363  -0.889
O  2.877  1.710  -0.022  -0.534
H  -0.193  -1.375  1.427  0.237
H  1.347  2.524  -0.218  0.476
H  -0.466  2.672  -0.335  0.424
O  1.366  0.295  0.735  -0.483
C  0.253  1.001  0.359  0.820
N  0.375  2.104  -0.262  -0.754
H  3.331  0.050  1.121  0.181
C  -1.449  -1.533  -0.508  -0.199
C  -1.102  -0.957  0.969  -0.240
H  0.424  -2.037  -1.339  0.388
N  -0.893  0.397  0.652  -0.521
C  2.615  0.730  0.584  0.669

* DFT total energy: -472.90771 Eh
* energy relative to the best compared isomer or geometry (same formula, charge and spin): 72.1 kJ/mol
* LUMO level: -3.3360 eV
* SMILES: NCCNC(=[NH2+])OC=O
* total charge: +1


(3)
ORCA calculation (ωB97M-V/def2-TZVPD) on C12H14IMgN3O3 as an isolated structure.

Each line ends with the natural charge from an NBO analysis.
Element x y z (Å)
C  -3.354  -1.167  -2.005  -0.209
C  -0.055  -4.113  -2.106  -0.131
N  -1.921  0.034  -0.494  -0.592
I  -0.176  2.699  1.655  -0.788
N  0.010  -0.124  3.868  0.721
Mg  -0.055  0.059  0.522  1.704
C  3.548  4.165  1.434  -0.610
H  -5.249  -0.260  -2.438  0.234
H  3.239  4.770  0.581  0.195
N  0.061  -1.770  -0.596  -0.602
H  3.826  4.856  2.234  0.198
H  5.522  3.852  0.579  0.194
C  -1.132  -3.222  -2.117  -0.210
H  1.962  -2.362  0.052  0.230
C  -2.130  -1.045  -1.281  0.156
C  -2.842  0.984  -0.383  0.075
H  2.686  3.582  1.760  0.228
C  -4.316  -0.170  -1.889  -0.143
H  5.163  2.808  1.949  0.202
C  -1.052  -2.046  -1.342  0.187
H  -4.772  1.746  -0.931  0.244
O  1.094  0.130  4.454  -0.453
O  0.040  -0.409  2.604  -0.771
H  -2.046  -3.378  -2.696  0.229
C  -4.059  0.931  -1.065  -0.225
H  -0.115  -5.019  -2.704  0.238
C  1.072  -3.817  -1.328  -0.237
H  1.933  -4.484  -1.291  0.243
C  1.105  -2.636  -0.574  0.074
C  4.731  3.268  1.060  -0.601
O  -1.100  -0.122  4.459  -0.456
H  4.431  2.484  0.375  0.190
H  -2.583  1.831  0.278  0.266
H  -3.469  -2.056  -2.623  0.220

* DFT total energy: -1353.43255 Eh
* energy relative to the best compared isomer or geometry (same formula, charge and spin): 0.0 kJ/mol
* LUMO level: -1.9492 eV
* total charge: 0


(4)
ORCA calculation (ωB97M-V/def2-TZVPD) on a 10-piece molecular cluster, C23H36F4N10O4S2 overall.

Each line ends with the Löwdin charge.
Element x y z (Å)
C  -4.731  5.393  0.550  -0.077
H  -1.429  4.080  -0.876  0.078
H  0.247  -2.486  2.506  0.053
O  2.031  -0.220  -3.850  -0.285
H  -5.418  2.795  -4.440  0.079
H  -4.774  5.531  1.631  0.078
H  -9.022  2.751  -1.532  0.065
N  4.246  0.285  3.630  0.134
C  -9.085  1.877  -0.882  -0.069
C  1.026  -3.108  1.937  -0.122
N  -9.099  -0.348  -2.355  0.108
H  -8.226  1.872  -0.210  0.077
N  1.537  -0.912  -1.294  -0.292
H  0.499  -3.991  1.443  0.016
H  -0.280  -1.499  -0.141  0.136
H  -0.716  -6.842  2.974  0.082
N  -6.535  4.830  -2.227  0.129
C  4.144  1.433  3.864  -0.260
H  3.108  3.290  3.725  0.075
C  3.266  -6.245  -4.662  -0.258
O  2.247  -2.526  -3.181  -0.303
H  2.755  -3.464  -0.554  0.079
F  3.358  0.971  0.623  0.063
N  5.832  -1.032  0.525  0.145
C  -6.445  3.906  -2.941  -0.247
H  1.788  -3.423  2.734  0.085
H  8.204  0.604  -0.884  0.077
C  2.923  1.513  -0.604  -0.462
C  1.703  -2.135  0.876  -0.347
H  3.975  3.037  5.256  0.075
N  3.510  -7.240  -4.093  0.103
S  1.226  0.753  -0.945  0.812
C  -9.093  0.630  -1.708  -0.264
C  -6.332  2.723  -3.849  -0.058
C  6.431  -0.395  -0.256  -0.239
H  0.343  4.181  -0.788  0.069
O  0.466  1.478  -2.008  -0.287
O  0.477  0.919  0.356  -0.293
H  3.701  -1.910  -0.253  0.036
H  -9.999  1.938  -0.291  0.077
H  -1.151  -7.582  1.417  0.081
S  1.414  -1.282  -2.972  0.795
H  -2.424  -6.981  2.502  0.080
C  4.018  2.892  4.176  -0.071
H  -0.549  3.187  0.383  0.060
H  0.629  -2.886  -0.905  0.139
H  -0.132  0.841  6.673  0.076
H  3.712  -3.200  1.070  0.083
H  6.693  1.373  -1.416  0.070
C  0.789  -0.457  5.259  -0.229
H  1.640  0.771  6.776  0.077
C  0.790  0.784  6.093  -0.067
N  0.790  -1.429  4.605  0.148
C  0.761  -1.852  -0.419  -0.203
H  2.436  -4.283  -4.723  0.043
C  2.956  -4.975  -5.388  -0.067
N  -4.522  2.796  -0.027  0.107
C  -4.614  3.938  0.227  -0.281
N  -1.283  -4.411  0.959  0.129
C  -1.340  -5.463  1.476  -0.216
F  -0.145  -1.664  -3.421  -0.174
F  3.803  1.097  -1.604  0.086
N  -0.774  6.212  1.433  0.103
H  -7.190  2.690  -4.523  0.080
H  7.255  -0.119  -2.201  0.081
C  -1.413  -6.803  2.134  -0.051
H  -3.867  5.932  0.157  0.068
H  3.880  -4.509  -5.733  0.080
C  7.195  0.418  -1.253  -0.064
C  3.087  -2.724  0.254  -0.085
C  -0.685  5.288  0.716  -0.258
H  4.878  3.431  3.778  0.076
H  -6.305  1.805  -3.260  0.076
H  2.321  -5.185  -6.250  0.077
H  1.953  -1.129  1.358  0.114
H  0.862  1.663  5.451  0.070
C  -0.573  4.109  -0.200  -0.068
H  -5.638  5.801  0.102  0.053
F  2.885  2.896  -0.510  0.116

* DFT total energy: -2942.08351 Eh
* LUMO level: -0.9372 eV
* SMILES: CC(C)CN(S(=O)(=O)F)S(=O)(=O)C(F)(F)F.CC#N.CC#N.CC#N.CC#N.CC#N.CC#N.CC#N.CC#N.CC#N
* total charge: 0


(5)
ORCA calculation (ωB97M-V/def2-TZVPD) on C4H9NO as an isolated structure.

Each line ends with the Mulliken spin population.
Element x y z (Å)
H  -0.950  0.924  1.150  -0.001
H  1.878  -1.799  0.210  0.008
C  -0.205  0.689  -1.495  0.258
H  -0.137  0.304  2.450  -0.005
H  -0.708  -1.452  -1.115  0.008
H  -1.304  -0.861  1.792  0.016
H  0.755  -2.639  1.270  0.044
C  1.157  -1.530  1.015  -0.022
O  -0.732  2.026  -1.087  0.242
N  0.423  -0.428  0.498  0.335
H  -0.261  0.719  -2.616  0.019
H  1.765  -1.408  1.867  0.013
C  -0.112  -0.554  -0.836  0.073
C  -0.596  -0.034  1.494  0.043
H  0.402  1.574  -0.858  -0.031

* multiplicity: 2
* expectation value of S²: 0.799
* DFT total energy: -287.26446 Eh
* energy relative to the best compared isomer or geometry (same formula, charge and spin): 620.5 kJ/mol
* LUMO level (spin up / spin down): -6.8892 / -8.1454 eV
* total charge: +1